[1]
Formula: C5H11N2
Source: the OMol25 dataset
Level of theory: ωB97M-V/def2-TZVPD

Geometry as XYZ:
```
18
Properties=species:S:1:pos:R:3
C 1.05 -1.18 0.12
C 1.14 -2.20 -0.72
C 1.26 -0.33 1.26
C 1.21 2.25 -0.11
C -2.98 -0.05 0.03
N 0.93 1.16 -0.72
N 0.55 0.13 0.07
H 0.67 -2.26 -1.62
H 1.56 -3.16 -0.68
H 0.79 -0.58 2.22
H 2.23 -0.06 1.38
H -3.20 -0.56 1.04
H 1.45 3.06 -0.74
H 1.14 2.33 1.06
H -1.97 -0.43 -0.30
H -3.69 -0.31 -0.62
H -3.05 1.03 0.11
H 0.92 1.17 -1.78
```

Energy relative to the best compared isomer or geometry (same formula, charge and spin) = 5.590 eV
Charge = +1
Strongest force on any atom = 4.37 eV Å⁻¹
Kohn-Sham gap = 8.6805 eV


[2]
Formula: C5H11N2
Source: the OMol25 dataset
Level of theory: ωB97M-V/def2-TZVPD

Geometry as XYZ:
```
18
Properties=species:S:1:pos:R:3
C 1.07 -0.07 1.74
C -0.79 2.51 0.30
C 0.85 -1.88 -0.66
C -0.87 -0.43 -1.70
C -0.35 -1.36 -0.64
N 0.71 1.38 1.74
N -0.15 1.83 1.06
H 1.77 -0.12 2.49
H 0.26 -0.64 2.09
H -1.87 2.93 0.49
H -0.33 2.76 -0.76
H 1.07 -2.56 0.19
H 1.39 -1.80 -1.61
H 1.19 -0.38 0.68
H -1.91 -0.64 -1.87
H -0.32 -0.54 -2.66
H -0.88 0.58 -1.27
H -0.85 -1.57 0.38
```

Energy relative to the best compared isomer or geometry (same formula, charge and spin) = 5.338 eV
Charge = +1
Strongest force on any atom = 5.87 eV Å⁻¹
Kohn-Sham gap = 7.8217 eV


[3]
Formula: C5H11N2
Source: the OMol25 dataset
Level of theory: ωB97M-V/def2-TZVPD

Geometry as XYZ:
```
18
Properties=species:S:1:pos:R:3
C 1.55 -1.77 0.37
C 0.92 0.60 -0.08
C 1.77 1.75 0.03
C -2.23 -0.56 0.52
C -1.39 -0.32 -0.74
N 1.33 -0.53 0.33
N -0.43 0.66 -0.72
H 1.75 -2.46 -0.46
H 1.67 -2.12 1.36
H 2.81 1.61 -0.39
H 1.95 2.04 1.09
H 1.59 2.66 -0.49
H -2.78 0.35 0.61
H -2.95 -1.42 0.43
H -1.70 -0.88 1.33
H -1.08 -1.34 -1.10
H -2.15 0.02 -1.41
H -0.65 1.70 -0.68
```

Energy relative to the best compared isomer or geometry (same formula, charge and spin) = 1.707 eV
Charge = +1
Strongest force on any atom = 5.38 eV Å⁻¹
Kohn-Sham gap (spin up / spin down) = 7.4551 / 7.0498 eV
Multiplicity = 3


[4]
Formula: C5H11N2O
Source: the OMol25 dataset
Level of theory: ωB97M-V/def2-TZVPD

Geometry as XYZ:
```
19
Properties=species:S:1:pos:R:3
N -1.10 1.37 -3.10
C -0.32 0.55 -2.17
C 0.10 1.15 -1.02
C 0.78 0.33 0.01
C -0.02 -0.19 1.25
N 0.88 0.01 2.50
C -0.43 -1.86 1.24
O 0.39 -2.50 2.10
H -1.20 2.20 -2.58
H -0.62 1.42 -3.92
H -0.17 -0.43 -2.52
H -0.04 2.17 -0.75
H 1.16 -0.55 -0.50
H 1.80 0.91 0.32
H -0.95 0.46 1.29
H 1.24 -0.90 2.73
H 0.27 0.07 3.23
H -1.38 -1.82 1.63
H -0.38 -2.37 0.24
```

Energy relative to the best compared isomer or geometry (same formula, charge and spin) = 1.915 eV
Charge = -1
SMILES = N/C=C/C[C@H](N)C[O-]
Strongest force on any atom = 3.80 eV Å⁻¹
Kohn-Sham gap = 6.1595 eV


[5]
Formula: C5H11N2O
Source: the OMol25 dataset
Level of theory: ωB97M-V/def2-TZVPD

Geometry as XYZ:
```
19
Properties=species:S:1:pos:R:3
C -1.98 0.49 -1.07
C -1.33 1.18 -2.01
C -1.98 -0.88 0.80
N -1.35 -0.05 0.07
H -3.04 0.28 -1.16
H -0.26 1.31 -2.05
H -1.90 1.60 -2.82
H -1.51 -1.33 1.66
H -3.01 -1.14 0.57
H -0.21 0.35 0.31
O 3.26 -1.94 0.21
C 2.36 -1.19 0.03
C 1.81 -0.31 1.14
N 1.00 0.83 0.61
H 1.86 -1.10 -0.95
H 1.15 -0.92 1.76
H 2.64 0.01 1.77
H 1.04 1.57 1.31
H 1.48 1.23 -0.19
```

Energy relative to the best compared isomer or geometry (same formula, charge and spin) = 2.927 eV
Charge = +1
Strongest force on any atom = 1.02 eV Å⁻¹
Kohn-Sham gap = 9.4967 eV


[6]
Formula: C5H11N2O
Source: the OMol25 dataset
Level of theory: ωB97M-V/def2-TZVPD

Geometry as XYZ:
```
19
Properties=species:S:1:pos:R:3
H -3.54 -0.71 -0.96
N -2.83 -1.03 -0.36
C -1.88 -0.22 -0.12
O -1.67 1.03 -0.39
C -0.76 -0.76 0.86
N 0.37 0.20 1.03
C 1.29 0.43 -0.05
C 1.34 1.60 -0.59
C 1.98 -0.81 -0.56
H -2.53 1.38 -0.67
H -1.13 -1.09 1.85
H -0.45 -1.83 0.42
H -0.02 1.12 1.37
H 0.82 -0.22 1.79
H 0.71 2.41 -0.26
H 1.95 1.78 -1.40
H 1.60 -1.05 -1.50
H 1.64 -1.56 0.23
H 3.10 -0.65 -0.69
```

Energy relative to the best compared isomer or geometry (same formula, charge and spin) = 3.073 eV
Charge = +1
SMILES = [H]/N=C(\O)C[NH2+]C(=C)C
Strongest force on any atom = 4.41 eV Å⁻¹
Kohn-Sham gap = 11.2661 eV